{
  "formula": "C21H19N3O4",
  "method": "wB97M-V/def2-TZVPD",
  "symbols": ["C", "C", "C", "C", "C", "N", "C", "O", "C", "C", "C", "O", "O", "C", "C", "C", "C", "C", "C", "C", "N", "N", "C", "C", "O", "C", "C", "C", "H", "H", "H", "H", "H", "H", "H", "H", "H", "H", "H", "H", "H", "H", "H", "H", "H", "H", "H"],
  "xyz": [[-0.899, 5.297, 1.959], [-0.428, 3.875, 1.939], [0.602, 3.480, 1.095], [1.042, 2.171, 1.094], [0.456, 1.246, 1.943], [0.930, -0.101, 1.918], [0.167, -1.155, 1.437], [-0.951, -1.055, 1.020], [1.037, -2.403, 1.485], [1.483, -2.725, 0.061], [0.527, -3.202, -0.948], [-0.479, -3.805, -0.663], [0.909, -2.875, -2.182], [0.000, -3.168, -3.245], [-0.728, -1.920, -3.676], [-0.756, -1.546, -5.013], [-1.426, -0.400, -5.405], [-2.062, 0.389, -4.462], [-2.033, 0.023, -3.126], [-1.374, -1.128, -2.734], [2.736, -2.524, -0.113], [3.326, -2.215, 1.033], [2.358, -1.956, 2.104], [2.197, -0.446, 2.322], [3.040, 0.303, 2.733], [-0.572, 1.612, 2.810], [-1.198, 0.616, 3.735], [-0.997, 2.932, 2.784], [-0.339, 5.861, 2.706], [-1.953, 5.354, 2.217], [-0.743, 5.771, 0.994], [1.060, 4.199, 0.431], [1.839, 1.860, 0.436], [0.510, -3.236, 1.949], [0.601, -3.572, -4.063], [-0.714, -3.926, -2.898], [-0.255, -2.157, -5.750], [-1.446, -0.120, -6.448], [-2.579, 1.286, -4.767], [-2.527, 0.633, -2.384], [-1.367, -1.408, -1.691], [4.206, -1.724, 0.996], [2.673, -2.455, 3.023], [-1.824, 1.117, 4.469], [-1.817, -0.080, 3.170], [-0.435, 0.041, 4.260], [-1.795, 3.234, 3.447]],
  "mulliken_charge": [-1.48, 0.85, -1.02, -0.56, 0.05, 0.58, 0.06, -0.61, 0.52, 0.16, 0.51, -0.61, -0.30, -0.80, 0.80, -0.54, -0.55, -0.42, -0.71, -0.24, -0.55, -0.18, -0.30, 0.17, -0.60, 1.05, -1.61, -0.90, 0.29, 0.38, 0.38, 0.38, 0.49, 0.63, 0.36, 0.33, 0.32, 0.37, 0.38, 0.44, 0.43, 0.26, 0.36, 0.45, 0.28, 0.31, 0.38],
  "orbital_gap_ha": 0.3517,
  "e_tot_ev": -34746.293,
  "lumo_energy_ev": 0.59,
  "relative_energy_kj_mol": 88.9
}



{
  "formula": "C21H19N5O",
  "method": "wB97M-V/def2-TZVPD",
  "symbols": ["N", "C", "C", "N", "C", "C", "C", "C", "C", "C", "C", "C", "C", "C", "C", "C", "O", "C", "N", "C", "C", "C", "N", "C", "C", "N", "C", "H", "H", "H", "H", "H", "H", "H", "H", "H", "H", "H", "H", "H", "H", "H", "H", "H", "H", "H"],
  "xyz": [[3.431, -1.533, -3.032], [2.350, -1.309, -2.711], [1.048, -1.039, -2.287], [0.217, -0.127, -2.908], [-0.881, -0.136, -2.246], [-2.090, 0.697, -2.467], [-2.400, 1.482, -1.214], [-3.516, 1.176, -0.480], [-3.817, 1.856, 0.709], [-2.988, 2.840, 1.163], [-1.825, 3.186, 0.444], [-0.955, 4.197, 0.904], [0.172, 4.524, 0.206], [0.476, 3.853, -0.988], [-0.348, 2.871, -1.465], [-1.519, 2.503, -0.765], [-0.866, -1.002, -1.183], [0.357, -1.572, -1.212], [0.645, -2.523, -0.293], [2.005, -2.896, 0.023], [2.852, -1.759, 0.620], [2.113, -0.956, 1.699], [1.449, -1.804, 2.653], [0.100, -1.880, 2.871], [-0.077, -2.855, 3.810], [1.124, -3.377, 4.166], [2.012, -2.732, 3.463], [-2.936, 0.046, -2.704], [-1.901, 1.350, -3.319], [-4.184, 0.396, -0.818], [-4.708, 1.589, 1.259], [-3.207, 3.368, 2.080], [-1.202, 4.709, 1.823], [0.833, 5.299, 0.565], [1.368, 4.120, -1.535], [-0.093, 2.367, -2.384], [-0.024, -2.590, 0.462], [1.944, -3.728, 0.727], [2.490, -3.250, -0.891], [3.755, -2.205, 1.038], [3.156, -1.071, -0.170], [1.357, -0.313, 1.239], [2.831, -0.310, 2.217], [-0.596, -1.230, 2.378], [-0.987, -3.212, 4.249], [3.069, -2.901, 3.511]],
  "mulliken_charge": [-0.58, 0.00, 0.51, -0.64, 0.69, -1.33, 0.73, -0.63, -0.83, -0.89, 0.88, -0.82, -0.55, -0.91, -0.67, 1.08, -0.31, 0.56, -0.26, -1.14, -0.50, -0.80, 0.23, -0.47, -0.58, -0.66, -0.11, 0.51, 0.33, 0.39, 0.41, 0.41, 0.38, 0.41, 0.43, 0.45, 0.30, 0.50, 0.45, 0.47, 0.33, 0.34, 0.37, 0.71, 0.43, 0.39],
  "orbital_gap_ha": 0.3169,
  "e_tot_ev": -31583.540,
  "lumo_energy_ev": 0.27,
  "relative_energy_kj_mol": 0.0
}



{
  "formula": "C21H19NO3",
  "method": "wB97M-V/def2-TZVPD",
  "symbols": ["C", "O", "C", "O", "C", "C", "C", "C", "C", "C", "C", "C", "C", "C", "C", "C", "N", "C", "O", "C", "C", "C", "C", "C", "C", "H", "H", "H", "H", "H", "H", "H", "H", "H", "H", "H", "H", "H", "H", "H", "H", "H", "H", "H"],
  "xyz": [[-4.141, -1.183, 3.754], [-4.238, -1.770, 2.389], [-3.297, -1.394, 1.575], [-2.412, -0.651, 1.919], [-3.352, -1.585, 0.064], [-2.608, -0.538, -0.854], [-1.081, -0.587, -0.809], [-0.378, 0.634, -0.909], [1.077, 0.736, -0.656], [1.331, 2.085, -0.837], [2.632, 2.764, -0.769], [2.772, 4.128, -0.408], [4.062, 4.732, -0.436], [5.204, 3.925, -0.727], [5.007, 2.607, -1.159], [3.759, 2.082, -1.291], [0.375, 2.729, -1.484], [-0.736, 1.935, -1.375], [-1.763, 2.550, -1.580], [-0.500, -1.814, -0.561], [0.152, -2.063, 0.639], [0.436, -3.366, 1.114], [0.205, -4.460, 0.316], [-0.387, -4.223, -0.895], [-0.722, -2.909, -1.440], [-4.873, -1.630, 4.370], [-3.094, -1.526, 4.094], [-4.176, -0.029, 3.751], [-4.344, -1.502, -0.305], [-3.072, -2.593, -0.127], [-2.764, -0.704, -1.943], [-3.107, 0.349, -0.483], [1.781, -0.051, -0.393], [1.970, 4.790, -0.122], [4.276, 5.634, 0.059], [6.189, 4.379, -0.459], [5.946, 1.994, -1.408], [3.654, 1.107, -1.696], [0.096, 3.783, -1.328], [0.510, -1.334, 1.389], [0.945, -3.630, 2.121], [0.341, -5.494, 0.623], [-0.507, -5.198, -1.354], [-1.171, -2.706, -2.370]],
  "mulliken_charge": [-0.61, -0.41, 0.80, -0.56, -0.98, -0.82, 0.69, 0.55, -1.14, 0.17, 0.49, -0.46, -0.70, -0.28, -0.45, -0.56, -0.24, 0.21, -0.70, 0.03, -0.11, -0.64, -0.43, -0.44, -0.54, 0.26, 0.28, 0.24, 0.54, 0.34, 0.57, 0.39, 0.62, 0.35, 0.34, 0.32, 0.26, 0.46, 0.30, 0.35, 0.25, 0.39, 0.31, 0.56],
  "orbital_gap_ha": 0.2646,
  "e_tot_ev": -29714.398,
  "lumo_energy_ev": -0.18,
  "relative_energy_kj_mol": 480.1
}



{
  "formula": "C21H20AsN3O2Rh",
  "method": "wB97M-V/def2-TZVPD",
  "symbols": ["Rh", "O", "C", "C", "C", "C", "C", "C", "C", "N", "C", "C", "N", "H", "H", "H", "H", "H", "H", "H", "C", "As", "C", "C", "O", "H", "H", "H", "H", "H", "H", "H", "H", "H", "N", "C", "C", "C", "C", "C", "C", "C", "C", "C", "H", "H", "H", "H"],
  "xyz": [[0.675, -0.260, -1.028], [1.118, -0.559, 0.798], [1.040, 0.370, 1.757], [1.026, -0.112, 3.072], [1.019, 0.757, 4.140], [0.998, 2.134, 3.935], [0.989, 2.619, 2.648], [1.020, 1.760, 1.541], [1.005, 2.322, 0.200], [0.749, 1.670, -0.926], [0.785, 2.554, -1.983], [1.069, 3.777, -1.482], [1.205, 3.614, -0.122], [1.025, -1.183, 3.219], [1.015, 0.361, 5.147], [0.973, 2.814, 4.774], [0.933, 3.690, 2.496], [0.587, 2.249, -2.995], [1.178, 4.732, -1.962], [1.438, 4.340, 0.534], [4.807, -2.496, -2.519], [3.568, -2.020, -1.143], [4.525, -1.574, 0.455], [2.413, -3.506, -0.767], [2.667, -0.709, -1.665], [5.357, -3.392, -2.237], [5.497, -1.667, -2.661], [4.256, -2.669, -3.441], [5.136, -2.416, 0.779], [3.800, -1.316, 1.225], [5.161, -0.716, 0.246], [2.992, -4.398, -0.534], [1.791, -3.695, -1.641], [1.785, -3.248, 0.086], [-9.225, -0.425, -0.541], [-8.079, -0.379, -0.593], [-6.645, -0.320, -0.656], [-5.951, -1.197, -1.488], [-4.572, -1.143, -1.542], [-3.871, -0.216, -0.767], [-4.575, 0.660, 0.062], [-5.955, 0.609, 0.119], [-2.441, -0.165, -0.818], [-1.232, -0.176, -0.881], [-6.497, -1.914, -2.084], [-4.026, -1.821, -2.184], [-4.032, 1.378, 0.661], [-6.504, 1.284, 0.761]],
  "mulliken_charge": [0.45, -0.46, 0.84, -0.45, -0.46, -0.84, -1.02, 0.26, 0.58, 0.19, -0.67, -0.39, -0.10, 0.47, 0.41, 0.42, 0.33, 0.43, 0.44, 0.17, -1.02, 0.90, -0.92, -1.07, -0.72, 0.38, 0.35, 0.35, 0.40, 0.19, 0.37, 0.40, 0.37, 0.30, -0.45, -0.06, 0.55, -0.59, -0.58, 0.65, -0.48, -0.62, 0.44, -0.58, 0.46, 0.44, 0.47, 0.45],
  "orbital_gap_ha": 0.2437,
  "charge": 1,
  "e_tot_ev": -94504.959,
  "lumo_energy_ev": -4.24
}